# 1
An isolated molecule of C2H5NOS, computed with ωB97M-V/def2-TZVPD.

The geometry in ORCA input format:
```
! wB97M-V def2-TZVPD RIJCOSX def2/J DEFGRID3
* xyz 0 1
S 0.147 -0.842 -1.984
O -2.046 -0.823 -0.248
N -0.942 -0.350 0.437
C 1.186 0.730 0.260
C 0.067 0.025 -0.413
H -1.360 -0.013 1.274
H 1.678 1.447 -0.417
H -1.490 -1.449 -0.877
H 0.718 1.238 1.070
H 2.041 0.038 0.898
*
```

Values from the calculation:
* SMILES: CC(=S)NO
* HOMO energy: -0.324 hartree
* frontier orbital gap: 8.70 eV
* calculated total energy: -16524.896 eV
* energy above the lowest of the compared OMol25 structures with the same formula, charge and spin: 3.4858 eV

---

# 2
An isolated molecule of C5H14NP, computed with ωB97M-V/def2-TZVPD.

The geometry in ORCA input format:
```
! wB97M-V def2-TZVPD RIJCOSX def2/J DEFGRID3
* xyz 0 1
P 0.390 -0.442 0.852
N -0.861 0.486 0.166
C -1.342 0.353 -1.244
C 2.091 1.626 0.373
C 1.791 0.140 -0.108
C 0.178 -2.395 0.047
C -2.072 0.305 1.007
H 0.281 -2.416 -1.086
H -2.462 1.263 1.014
H 3.205 1.991 0.117
H 1.350 2.177 -0.207
H -0.594 0.648 -1.858
H -1.535 -0.606 -1.589
H -2.898 -0.295 0.638
H 1.985 1.804 1.540
H 0.932 -3.016 0.485
H -1.903 0.031 1.959
H 1.764 0.267 -1.229
H -2.244 1.041 -1.439
H -0.811 -2.629 0.364
H 2.754 -0.332 0.200
*
```

Values from the calculation:
* SMILES: CCP(C)N(C)C
* HOMO energy: -0.307 hartree
* frontier orbital gap: 9.41 eV
* calculated total energy: -16188.766 eV
* energy above the lowest of the compared OMol25 structures with the same formula, charge and spin: 1.6566 eV

---

# 3
The ion C6H11N2O with charge +1, computed with ωB97M-V/def2-TZVPD.

The geometry in ORCA input format:
```
! wB97M-V def2-TZVPD RIJCOSX def2/J DEFGRID3
* xyz 1 1
O 2.621 0.933 0.563
N -1.033 0.615 1.055
N 0.833 0.480 -0.984
C -0.368 -0.680 1.027
C 1.110 -2.098 -0.495
C 0.736 -0.744 -0.046
C -1.445 0.999 -0.329
C -0.207 1.465 -1.067
C 1.710 0.348 0.049
H -0.972 -1.599 0.911
H 1.924 -1.838 -1.198
H -1.753 0.644 1.878
H -0.380 1.735 -2.215
H -2.155 1.910 -0.149
H 0.234 -2.483 -1.116
H -1.979 0.151 -0.900
H 1.284 -2.772 0.368
H -0.453 1.419 1.235
H 0.115 -0.863 2.016
H 0.178 2.378 -0.603
*
```

Values from the calculation:
* SMILES: C[C@]12C[NH2+]CCN1C2=O
* HOMO energy: -0.492 hartree
* frontier orbital gap: 9.55 eV
* calculated total energy: -11418.667 eV
* energy above the lowest of the compared OMol25 structures with the same formula, charge and spin: 3.5002 eV

---

# 4
A cluster of 2 separate species, C2H3ClN2 in total, computed with ωB97M-V/def2-TZVPD.

The geometry in ORCA input format:
```
! wB97M-V def2-TZVPD RIJCOSX def2/J DEFGRID3
* xyz 0 1
Cl -2.364 2.022 0.368
N 1.164 -0.506 0.138
N 1.644 -1.008 1.193
C 1.319 0.009 -0.943
C -1.686 0.912 -0.611
H 1.169 -1.861 1.556
H 0.671 0.556 -1.503
H -1.917 -0.124 -0.199
*
```

Values from the calculation:
* HOMO energy (alpha / beta): -0.320 / -0.320 hartree
* frontier orbital gap (alpha / beta): 7.67 / 7.67 eV
* calculated total energy: -17617.886 eV
* energy above the lowest of the compared OMol25 structures with the same formula, charge and spin: 7.5228 eV

---

# 5
A cluster of 2 separate species, C13H17Cl3O3 in total, computed with ωB97M-V/def2-TZVPD.

The geometry in ORCA input format:
```
! wB97M-V def2-TZVPD RIJCOSX def2/J DEFGRID3
* xyz 0 1
Cl -5.265 3.950 2.850
Cl -5.204 4.990 0.125
Cl 4.185 -2.521 1.380
O -0.163 -3.751 -2.338
O -4.641 0.349 0.653
O 2.066 0.825 -0.390
C 1.577 -0.328 -0.551
C 5.126 0.389 0.881
C -0.580 -1.576 -1.160
C -0.032 -0.381 -0.625
C 2.474 -1.616 -0.718
C -5.677 3.637 1.159
C 4.887 -0.439 -0.500
C 0.321 -2.805 -1.661
C -0.891 0.870 -0.157
C -3.414 -0.075 -0.027
C -2.147 0.520 0.769
C 1.849 -2.782 -1.254
C 4.004 -1.760 -0.310
H -1.704 -1.723 -1.297
H -2.510 1.523 1.210
H -3.426 -1.224 0.019
H -5.100 -0.418 1.046
H -0.189 1.529 0.474
H -6.752 3.489 1.079
H 4.450 -2.550 -1.019
H 2.436 -3.747 -1.386
H 5.698 1.333 0.585
H 4.540 0.242 -1.349
H -1.261 1.505 -1.035
H 5.944 -0.789 -0.807
H 4.094 0.593 1.315
H -5.156 2.739 0.829
H -3.435 0.334 -1.090
H -1.887 -0.123 1.687
H 5.783 -0.210 1.611
*
```

Values from the calculation:
* SMILES: CC[C@@H](Cl)C1=CC(=O)C=C(CCCO)C1=O.ClCCl
* HOMO energy: -0.377 hartree
* frontier orbital gap: 8.59 eV
* calculated total energy: -57462.640 eV

---

# 6
The ion C8H12NOS with charge +1, computed with ωB97M-V/def2-TZVPD.

The geometry in ORCA input format:
```
! wB97M-V def2-TZVPD RIJCOSX def2/J DEFGRID3
* xyz 1 1
S 1.902 0.758 -0.514
O -2.655 0.858 -0.347
N -0.810 -0.112 0.527
C 1.364 -0.857 -0.174
C -1.175 3.364 0.093
C 0.819 1.952 -0.238
C 0.140 -1.041 0.426
C -0.591 2.159 -0.190
C -0.161 -2.398 1.093
C -1.269 0.807 -0.471
C 2.416 -1.864 -0.561
H -1.587 -0.523 1.013
H -0.821 -2.162 1.904
H 1.778 -2.763 -0.944
H 3.144 -2.076 0.240
H 1.400 2.808 -0.304
H -0.893 0.444 -1.549
H -2.282 3.427 0.220
H -0.758 -3.064 0.539
H -0.619 4.296 0.358
H 3.059 -1.539 -1.405
H 0.729 -2.793 1.361
H -3.130 0.323 -1.079
*
```

Values from the calculation:
* HOMO energy (alpha / beta): -0.449 / -0.449 hartree
* frontier orbital gap (alpha / beta): 6.89 / 6.89 eV
* calculated total energy: -22854.206 eV
* energy above the lowest of the compared OMol25 structures with the same formula, charge and spin: 1.2175 eV

---

no.,maximum force (eV/Å)
1,3.8
2,3.6
3,3.7
4,3.5
5,4.3
6,3.8